ORCA calculation (ωB97M-V with the def2-TZVPD basis set) on a 2-piece molecular cluster, C4H6N2S overall in a non-equilibrium geometry.

Summary:
net charge	0
E_tot	-663.611375	Eh
molecular weight	114.17	g mol⁻¹

Each line ends with the Löwdin charge.
Element x y z (Å)
C (-2.3432, -0.2836, 0.1750)  -0.211
C (1.1184, -0.5446, 0.1580)  -0.256
C (0.9754, 0.8347, 0.7798)  -0.423
C (-0.7167, 0.5013, -0.9667)  -0.533
N (-3.0885, -0.9956, 0.6898)  -0.036
N (0.1701, -0.6208, -0.9037)  -0.094
S (0.0640, 1.8910, -0.3819)  0.963
H (2.1766, -0.7067, -0.1871)  0.126
H (0.8183, -1.3376, 0.9905)  0.160
H (0.6055, 0.7870, 1.8108)  0.098
H (1.9130, 1.2053, 0.7654)  0.021
H (-1.3014, 0.6870, -1.8675)  0.079
H (-0.3915, -1.4174, -1.0624)  0.105